Entry 1:
DFT (ωB97M-V/def2-TZVPD) results for a 2-piece molecular cluster, C2H6NO2 overall in a non-equilibrium geometry.

```
11
Properties=species:S:1:pos:R:3:forces:R:3
O 1.76912 0.03359 -0.08084 0.663 0.080 -0.941
O -2.62816 -1.66608 0.69284 -0.166 -0.239 0.040
N -0.57040 -0.69474 1.13410 -0.446 0.353 -0.201
C -1.86368 -0.68741 0.85423 -0.174 -0.487 -0.087
C 1.36133 1.00800 -1.02674 -0.360 -0.227 1.132
H -0.34872 -1.68448 1.21777 0.086 -0.294 0.103
H 1.01253 0.54519 -1.95608 0.122 0.198 -0.148
H 2.17693 1.71282 -1.19220 0.114 -0.149 -0.220
H 0.53457 1.57041 -0.56870 -0.070 0.082 -0.380
H 0.93995 -0.42533 0.17558 -0.308 0.330 0.650
H -2.38346 0.28801 0.75003 0.539 0.353 0.052
```
Forces are in eV/Å.

Orbital gap: 7.9 eV
E_LUMO: 4.19 eV
Energy relative to the best compared isomer or geometry (same formula, charge and spin): 30.3 kcal/mol
Total energy: -7756.9521 eV
Net charge: -1
Largest force on an atom: 1.21 eV Å⁻¹

***

Entry 2:
DFT (ωB97M-V/def2-TZVPD) results for one molecule with the formula C23H27N3O5S in a non-equilibrium geometry.

```
59
Properties=species:S:1:pos:R:3:forces:R:3
S -6.41395 1.29108 0.20445 0.434 -0.377 0.062
O -0.18304 -1.46230 1.29388 -0.064 -0.045 0.278
O 4.53289 -3.00514 0.14437 0.207 -0.175 0.063
O 8.28146 2.28896 -0.00337 -0.257 0.088 0.059
O -6.89834 1.88342 -1.01424 0.106 -0.185 -0.102
O -6.47580 2.07206 1.40436 0.012 -0.163 0.216
N -0.81513 -0.51115 -0.68104 -0.026 0.157 -0.402
N -7.12924 -0.20119 0.52728 0.668 0.939 -0.022
N 3.69720 -0.86861 -0.04667 -0.207 0.237 -0.145
C -4.72949 0.75248 -0.06140 -0.586 0.176 -0.040
C -8.30807 -0.15504 1.38088 -0.368 0.195 0.581
C 0.06128 -1.13839 0.15648 0.366 -0.036 -0.461
C 10.14191 1.03939 0.98008 -0.281 0.192 -0.245
C 4.84075 1.24085 0.33639 -0.011 -0.162 -0.019
C 4.87624 -0.10418 -0.03065 0.403 0.074 0.005
C -2.81804 0.52186 -1.47089 0.053 -0.061 0.153
C 2.13866 -2.59574 0.06728 -0.042 -0.028 -0.053
C 7.22003 1.43655 -0.02396 -0.269 0.015 0.048
C 6.09691 -0.66131 -0.39547 -0.145 -0.086 0.003
C -4.05860 0.13417 0.97596 0.067 0.038 -0.061
C -2.75772 -0.29845 0.79868 0.017 -0.046 0.169
C 1.43132 -1.35971 -0.47755 0.077 -0.114 0.341
C 5.99354 1.99568 0.33609 0.298 -0.003 -0.053
C -2.12877 -0.10517 -0.43125 -0.375 0.131 0.080
C -4.11821 0.94981 -1.28451 -0.082 0.073 -0.051
C 3.61390 -2.22616 0.06217 -0.369 -0.361 -0.073
C -9.53913 -0.31573 0.46396 0.013 -0.048 -0.029
C -7.51568 -0.90064 -0.68294 -0.105 -0.253 -0.581
C 7.25477 0.09452 -0.38753 0.233 0.264 -0.002
C 9.58598 1.79234 -0.22516 0.400 -0.177 0.068
C -8.95216 -0.44500 -0.94704 0.047 -0.054 -0.046
C 2.39569 -0.23099 -0.07013 -0.162 0.175 0.021
H -2.22416 -0.78119 1.59987 -0.019 0.007 0.011
H 1.82775 -2.77763 1.09981 0.022 0.008 -0.041
H -4.66982 1.44208 -2.06983 -0.008 0.039 -0.140
H 5.96864 3.03616 0.61864 -0.006 0.122 0.036
H 9.61503 1.16547 -1.12505 -0.019 0.108 0.039
H -0.48569 -0.29291 -1.61180 0.057 -0.124 0.212
H 1.95952 -3.50051 -0.50989 0.070 0.003 0.024
H -6.82694 -0.64128 -1.48543 -0.027 -0.212 -0.103
H -10.09371 -1.21423 0.73469 -0.044 0.039 0.027
H 6.14669 -1.70009 -0.67412 -0.009 -0.036 -0.008
H 1.35433 -1.41293 -1.56699 0.026 0.040 0.054
H 10.13748 1.68787 1.85259 0.029 0.039 0.082
H 8.17651 -0.38396 -0.67753 0.106 -0.015 -0.009
H -8.23979 -0.97571 2.10081 -0.017 0.114 -0.033
H 10.18584 2.68763 -0.41221 -0.065 -0.165 -0.054
H -2.33076 0.67460 -2.42358 0.039 0.021 -0.103
H 2.12917 0.14430 0.92681 -0.008 0.052 -0.107
H 3.91632 1.70734 0.63778 -0.113 0.039 0.023
H 11.16231 0.72575 0.77759 0.118 -0.059 0.000
H -8.92074 0.52816 -1.43617 -0.041 -0.063 -0.041
H -7.46545 -1.97680 -0.49087 0.045 0.046 -0.043
H -9.50435 -1.14432 -1.57142 -0.021 0.009 -0.054
H 2.39102 0.60132 -0.77853 -0.005 -0.030 0.084
H -10.20942 0.53743 0.54176 -0.059 -0.023 0.027
H -4.56562 0.00441 1.91795 0.021 -0.097 0.176
H 9.53929 0.16211 1.20201 0.012 -0.092 0.047
H -8.29464 0.78864 1.92465 -0.132 -0.152 0.134
```
Forces are in eV/Å.

Orbital gap: 8.3 eV
E_LUMO: 0.26 eV
Energy relative to the best compared isomer or geometry (same formula, charge and spin): 54.8 kcal/mol
Total energy: -49832.8916 eV
Largest force on an atom: 1.15 eV Å⁻¹
SMILES string: CCOc1ccc(N2C[C@H](C(=O)Nc3ccc(S(=O)(=O)N4CCCC4)cc3)CC2=O)cc1

***

Entry 3:
DFT (ωB97M-V/def2-TZVPD) results for one molecule with the formula C3H9NOS in a non-equilibrium geometry.

```
15
Properties=species:S:1:pos:R:3:forces:R:3
S -1.96111 -0.87677 -0.99661 1.292 0.898 1.327
O 0.62456 -1.37900 -0.24192 1.120 -2.870 -0.266
N -2.31606 -2.39704 -0.46371 0.147 0.654 -0.791
C -0.34856 -0.45897 0.01805 -0.446 0.845 -1.150
C 0.22523 0.81515 -0.62257 -0.572 1.265 4.889
C 1.15299 1.47203 0.45107 -0.450 0.703 -2.112
H -2.21325 -3.17819 -1.05735 0.261 -0.664 -0.207
H 2.04325 0.98551 0.35754 2.994 -1.143 -0.572
H 1.37366 2.53484 0.36054 -0.399 0.023 -0.189
H -0.40438 -0.41746 1.18800 -0.638 0.062 -2.282
H -2.61953 -2.48384 0.45795 -0.689 -0.540 1.224
H 0.58915 -1.70349 -1.16934 -0.150 0.535 0.883
H 0.80675 0.66667 -1.44955 1.067 -0.917 -2.282
H 0.97212 1.22292 1.43148 -1.459 -0.174 2.385
H -0.46607 1.56204 -0.78830 -2.077 1.325 -0.858
```
Forces are in eV/Å.

Orbital gap: 9.2 eV
E_LUMO: 0.81 eV
Energy relative to the best compared isomer or geometry (same formula, charge and spin): 51.2 kcal/mol
Total energy: -17627.9847 eV
Largest force on an atom: 5.08 eV Å⁻¹
SMILES string: CC[C@H](O)SN

***

Entry 4:
DFT (ωB97M-V/def2-TZVPD) results for one molecule with the formula C3H6FNS in a non-equilibrium geometry.

```
12
Properties=species:S:1:pos:R:3:forces:R:3
S 2.12186 -1.62840 0.35947 -0.462 1.767 0.120
F 0.34509 -0.93924 -1.83993 -0.353 -0.156 -0.465
N 1.32700 -0.01496 0.75243 1.871 -1.663 0.554
C -0.63407 1.46262 0.80436 -1.406 -2.950 -1.716
C 0.22425 0.21082 0.21730 -1.792 1.958 1.571
C -0.42799 -0.68212 -0.73661 -3.687 0.685 -0.615
H -1.66964 1.04795 1.33751 2.918 1.066 -1.230
H -0.94973 1.99439 -0.14241 0.322 0.059 1.424
H -1.45530 -0.24664 -1.06480 1.851 -0.379 0.044
H 1.82967 -1.59456 -0.95440 0.357 -0.375 0.335
H -0.77522 -1.56609 -0.19388 0.731 -0.534 -0.234
H 0.06408 1.95623 1.46098 -0.350 0.521 0.211
```
Forces are in eV/Å.

Orbital gap: 9.8 eV
E_LUMO: 0.69 eV
Energy relative to the best compared isomer or geometry (same formula, charge and spin): 54.2 kcal/mol
Total energy: -18248.9842 eV
Largest force on an atom: 3.80 eV Å⁻¹
SMILES string: C/C(CF)=N/S

***

Repeat the third record exactly.
DFT (ωB97M-V/def2-TZVPD) results for one molecule with the formula C3H9NOS in a non-equilibrium geometry.

```
15
Properties=species:S:1:pos:R:3:forces:R:3
S -1.96111 -0.87677 -0.99661 1.292 0.898 1.327
O 0.62456 -1.37900 -0.24192 1.120 -2.870 -0.266
N -2.31606 -2.39704 -0.46371 0.147 0.654 -0.791
C -0.34856 -0.45897 0.01805 -0.446 0.845 -1.150
C 0.22523 0.81515 -0.62257 -0.572 1.265 4.889
C 1.15299 1.47203 0.45107 -0.450 0.703 -2.112
H -2.21325 -3.17819 -1.05735 0.261 -0.664 -0.207
H 2.04325 0.98551 0.35754 2.994 -1.143 -0.572
H 1.37366 2.53484 0.36054 -0.399 0.023 -0.189
H -0.40438 -0.41746 1.18800 -0.638 0.062 -2.282
H -2.61953 -2.48384 0.45795 -0.689 -0.540 1.224
H 0.58915 -1.70349 -1.16934 -0.150 0.535 0.883
H 0.80675 0.66667 -1.44955 1.067 -0.917 -2.282
H 0.97212 1.22292 1.43148 -1.459 -0.174 2.385
H -0.46607 1.56204 -0.78830 -2.077 1.325 -0.858
```
Forces are in eV/Å.

Orbital gap: 9.2 eV
E_LUMO: 0.81 eV
Energy relative to the best compared isomer or geometry (same formula, charge and spin): 51.2 kcal/mol
Total energy: -17627.9847 eV
Largest force on an atom: 5.08 eV Å⁻¹
SMILES string: CC[C@H](O)SN

***

Q: largest force on an atom of number 4 (C3H6FNS)?
A: 3.80 eV Å⁻¹

***

Q: Which of these has the highest energy relative to the best compared isomer or geometry (same formula, charge and spin)?
A: C23H27N3O5S